No. 1
DFT (the ωB97M-V functional and the def2-TZVPD basis) results for a 2-piece molecular cluster, C5H12O2 overall in a non-equilibrium geometry.

Properties
- net charge = 0
- 2S+1 = 1
- E_HOMO (alpha / beta) (eV) = -8.227 / -8.117
- orbital gap (alpha / beta) (eV) = 8.44 / 8.20
- energy relative to the best compared isomer or geometry (same formula, charge and spin) (kcal/mol) = 127.1

Cartesian coordinates (Å):
O 2.188644 1.556209 -0.487847
O -0.621093 -0.750422 0.692060
C 0.036478 1.494100 0.248168
C 1.307857 2.224216 0.348065
C -1.472683 -2.699927 -0.417508
C 1.833777 0.247010 -0.213518
C -1.488059 -1.191277 -0.327639
H 2.094558 -0.347646 -1.101598
H -0.413298 1.451620 -0.735457
H -1.197911 -0.759345 -1.300858
H -2.186263 -3.043061 -1.171054
H -0.704089 1.754032 1.020738
H 2.305995 -0.168731 0.696817
H -2.490460 -0.823779 -0.074868
H -0.474939 -3.063474 -0.692344
H 1.220522 3.266343 0.047074
H 0.305637 -0.750742 0.318162
H 1.660093 2.201112 1.386918
H -1.751634 -3.130331 0.548428

Forces on the atoms, in the same order (eV/Å):
0.227 0.115 -0.314
0.630 -0.732 -0.110
0.660 -0.541 -0.564
0.388 1.403 0.530
-0.200 -0.251 -0.112
0.006 0.347 -0.134
-0.073 -0.131 -0.097
-0.562 -0.240 0.291
0.130 -0.039 -0.145
-0.090 0.034 0.166
0.054 -0.076 0.007
0.373 -0.855 -0.106
-0.369 0.217 -0.054
0.156 -0.070 -0.069
-0.172 0.056 0.063
0.147 0.461 -0.007
-1.473 0.248 0.685
0.093 0.046 0.097
0.075 0.005 -0.126

No. 2
DFT (the ωB97M-V functional and the def2-TZVPD basis) results for an isolated ion of composition C6H10N2 and charge +2 in a non-equilibrium geometry.

Properties
- net charge = +2
- 2S+1 = 1
- E_HOMO (eV) = -19.202
- orbital gap (eV) = 8.93
- energy relative to the best compared isomer or geometry (same formula, charge and spin) (kcal/mol) = 45.8
- structure (SMILES) = CC1=C[N+]2(C=[NH+]1)CC2

Cartesian coordinates (Å):
N 1.362204 -0.733767 0.030286
N -0.661464 -0.309256 0.580023
C -1.785437 -0.006640 1.500043
C 0.394837 -1.174821 0.762689
C 1.013698 0.380650 -0.664089
C -0.302707 0.608031 -0.359503
C -2.094513 -0.841672 0.359229
C 1.971549 1.121212 -1.471738
H 0.356653 -2.043274 1.291725
H 1.368307 1.185651 -2.433450
H 2.972698 0.565151 -1.667877
H -0.870431 1.583785 -0.593285
H -2.269789 -1.881854 0.595601
H -1.887045 1.077473 1.344356
H 2.352574 -0.810853 -0.092942
H -2.549201 -0.533818 -0.571971
H -1.578126 -0.338988 2.527188
H 2.206193 2.152990 -1.136284

Forces on the atoms, in the same order (eV/Å):
0.176 0.497 0.113
0.455 -1.793 -0.946
-0.459 1.965 0.701
0.867 0.910 -0.791
-2.311 1.788 0.318
1.828 4.261 -2.144
-1.608 -1.215 1.110
0.788 -0.041 -2.307
-0.037 -2.229 1.684
1.408 0.319 0.560
-1.808 0.835 0.287
0.623 -2.070 0.415
0.511 -0.326 -0.155
-0.623 -0.507 0.762
0.998 -2.046 0.818
0.112 0.511 0.083
-0.610 -0.163 -0.528
-0.311 -0.696 0.020

Number 1: DFT total energy -348.00227 a.u.. Number 2: DFT total energy -343.34435 a.u..